C35H47GeLaNOPSi | ωB97M-V/def2-TZVPD

Electronic energy (eV): -115135.5038
Total charge: -2
Energy relative to the best compared isomer or geometry (same formula, charge and spin) (kJ/mol): 141.8
E_LUMO (eV): 4.28
F_max (hartree/bohr): 0.100
HOMO-LUMO gap (eV): 4.403

Element x y z (Å)
La1 -0.67 0.11 0.21
C1 7.47 -1.81 0.83
C2 6.57 -0.97 1.43
C3 5.22 -1.37 1.47
C4 4.69 -2.55 0.94
C5 5.64 -3.39 0.32
C6 6.99 -2.99 0.23
P1 2.86 -2.74 0.58
C7 2.87 -1.23 -0.48
C8 2.52 0.02 -0.08
C9 2.67 1.15 -0.87
C10 3.02 1.05 -2.21
C11 3.43 -0.18 -2.64
C12 3.35 -1.36 -1.81
C13 1.98 -2.37 2.08
C14 2.67 -2.56 3.33
C15 2.01 -2.36 4.56
C16 0.71 -1.86 4.51
C17 0.12 -1.48 3.24
C18 0.71 -1.75 2.00
H1 8.54 -1.65 0.62
H2 6.88 -0.02 1.86
H3 4.54 -0.65 1.92
H4 5.34 -4.34 -0.16
H5 7.72 -3.63 -0.26
H6 2.18 0.15 0.95
H7 2.30 2.10 -0.51
H8 3.12 1.95 -2.87
H9 3.71 -0.30 -3.68
H10 3.47 -2.38 -2.23
H11 3.69 -2.97 3.41
H12 2.55 -2.44 5.54
H13 0.10 -1.74 5.42
H14 -0.83 -0.98 3.36
C19 -1.19 1.87 -4.25
Ge1 -0.86 -0.07 -3.83
C20 -2.38 -1.09 -4.69
C21 0.62 -0.57 -5.12
C22 -0.58 -0.35 -2.00
H15 -1.22 2.08 -5.30
H16 -0.41 2.53 -3.88
H17 -2.08 2.23 -3.76
H18 -2.47 -0.80 -5.72
H19 -3.28 -0.72 -4.19
H20 -2.18 -2.13 -4.66
H21 0.21 -1.23 -5.97
H22 1.37 -1.21 -4.70
H23 1.04 0.32 -5.56
H24 0.01 -1.34 -1.96
C23 -0.54 3.81 2.81
C24 0.53 3.28 1.78
C25 0.56 4.32 0.65
C26 1.94 3.25 2.43
O1 0.16 2.08 1.21
H25 -0.32 4.84 3.16
H26 -0.51 3.11 3.62
H27 -1.51 3.76 2.33
H28 0.93 5.25 0.86
H29 -0.57 4.38 0.27
H30 1.04 3.95 -0.18
H31 2.23 4.18 2.82
H32 2.57 2.94 1.59
H33 1.91 2.49 3.22
C27 -3.37 -2.37 2.74
Si1 -4.24 -1.42 1.39
C28 -4.60 -2.78 0.09
C29 -5.92 -0.75 1.94
N1 -3.31 -0.16 0.76
C30 -3.90 0.78 -0.16
C31 -3.79 2.14 0.11
C32 -4.17 3.08 -0.85
C33 -4.89 2.72 -1.94
C34 -5.11 1.36 -2.20
C35 -4.56 0.42 -1.32
H34 -3.74 -3.44 2.74
H35 -3.64 -1.84 3.71
H36 -2.32 -2.38 2.69
H37 -5.23 -3.63 0.42
H38 -3.71 -3.36 -0.28
H39 -5.14 -2.44 -0.82
H40 -6.45 -1.36 2.76
H41 -6.55 -0.74 1.04
H42 -5.76 0.29 2.24
H43 -3.26 2.40 1.06
H44 -3.95 4.16 -0.70
H45 -5.18 3.39 -2.78
H46 -5.62 0.96 -3.13
H47 -4.72 -0.61 -1.54



C17H30N4O8 | ωB97M-V/def2-TZVPD

Electronic energy (eV): -40457.5011
Energy relative to the best compared isomer or geometry (same formula, charge and spin) (kJ/mol): 0.0
E_LUMO (eV): 0.42
F_max (hartree/bohr): 0.033
Structure (SMILES): O=C1N[C@H](O)CCN1[C@@H]1O[C@H](CO)[C@@H](O)[C@H]1O.CNC(=O)[C@@H]1CCCN1C(C)=O
HOMO-LUMO gap (eV): 9.455

Element x y z (Å)
O1 1.85 -1.47 -3.45
C1 1.08 -1.27 -2.53
N1 1.18 -0.05 -1.92
C2 0.45 0.27 -0.72
O2 1.36 1.11 -0.04
C3 0.18 -0.98 0.11
C4 -0.48 -2.05 -0.77
N2 0.34 -2.29 -1.97
C5 0.43 -3.62 -2.56
O3 -0.72 -4.42 -2.28
C6 -0.31 -5.80 -2.25
C7 -0.93 -6.49 -1.03
O4 -0.38 -6.00 0.20
C8 1.22 -5.83 -2.22
O5 1.76 -6.26 -3.47
C9 1.62 -4.38 -1.99
O6 2.85 -4.04 -2.68
H1 1.48 0.71 -2.52
H2 -0.49 0.79 -0.95
H3 2.25 0.71 -0.11
H4 -0.48 -0.73 0.95
H5 1.12 -1.37 0.51
H6 -1.48 -1.73 -1.07
H7 -0.58 -2.97 -0.19
H8 0.52 -3.55 -3.65
H9 -0.67 -6.30 -3.15
H10 -2.02 -6.33 -1.04
H11 -0.76 -7.57 -1.10
H12 -0.85 -6.38 0.96
H13 1.61 -6.47 -1.41
H14 2.57 -5.73 -3.62
H15 1.71 -4.18 -0.92
H16 2.80 -3.09 -2.95
C10 1.03 1.29 3.75
N3 0.73 2.16 2.61
C11 0.16 3.37 2.70
O7 -0.15 3.88 3.78
C12 -0.06 4.12 1.38
C13 0.83 5.37 1.27
C14 -0.05 6.47 1.86
C15 -1.47 6.06 1.45
N4 -1.43 4.61 1.27
C16 -2.48 3.80 1.08
C17 -3.87 4.38 1.07
O8 -2.34 2.59 0.90
H17 1.13 1.88 4.66
H18 1.96 0.75 3.57
H19 0.21 0.58 3.88
H20 0.92 1.81 1.68
H21 0.17 3.46 0.55
H22 1.77 5.26 1.82
H23 1.02 5.58 0.22
H24 0.03 6.47 2.95
H25 0.21 7.46 1.47
H26 -2.18 6.35 2.22
H27 -1.72 6.54 0.50
H28 -4.09 4.81 2.04
H29 -4.59 3.59 0.85
H30 -3.94 5.15 0.30



C19H34N6O5S2 | ωB97M-V/def2-TZVPD

Electronic energy (eV): -61103.0663
E_LUMO (eV): -0.57
F_max (hartree/bohr): 0.084
Structure (SMILES): NS(=O)(=O)c1nnc(NC(=O)CC2CCCCC2)s1.CNC(=O)[C@H](CC(C)C)NC(C)=O
HOMO-LUMO gap (eV): 8.855

Element x y z (Å)
N1 2.07 4.38 3.28
S1 0.64 3.53 3.32
O1 -0.10 4.04 2.17
O2 0.08 3.93 4.61
C1 1.10 1.79 3.18
N2 0.58 0.84 3.91
N3 1.02 -0.40 3.54
C2 1.87 -0.40 2.55
N4 2.38 -1.56 1.97
C3 2.18 -2.85 2.44
O3 1.77 -3.09 3.56
C4 2.43 -4.02 1.50
C5 1.15 -4.84 1.20
C6 1.42 -5.76 0.00
C7 0.22 -6.68 -0.31
C8 -1.13 -6.07 0.08
C9 -1.11 -4.55 -0.02
C10 -0.08 -3.93 0.93
S2 2.22 1.22 1.97
H1 2.33 4.49 4.25
H2 1.83 5.27 2.87
H3 2.79 -1.48 1.05
H4 2.84 -3.63 0.56
H5 3.18 -4.67 1.95
H6 0.93 -5.46 2.07
H7 2.30 -6.38 0.19
H8 1.63 -5.15 -0.88
H9 0.23 -6.90 -1.38
H10 0.35 -7.63 0.22
H11 -1.92 -6.48 -0.56
H12 -1.37 -6.35 1.12
H13 -0.87 -4.27 -1.06
H14 -2.10 -4.14 0.20
H15 0.24 -2.98 0.50
H16 -0.56 -3.71 1.89
C11 -1.07 6.90 -1.52
N5 -1.30 5.50 -1.19
C12 -0.50 4.49 -1.55
O4 0.52 4.67 -2.21
C13 -0.99 3.07 -1.20
C14 0.02 1.94 -1.48
C15 -0.51 0.50 -1.29
C16 0.62 -0.51 -1.53
C17 -1.08 0.24 0.10
N6 -2.32 2.77 -1.76
C18 -2.77 2.86 -3.02
C19 -1.87 3.32 -4.15
O5 -3.92 2.55 -3.26
H17 -1.98 7.48 -1.37
H18 -0.75 7.00 -2.56
H19 -0.28 7.31 -0.87
H20 -2.13 5.27 -0.67
H21 -1.12 3.09 -0.11
H22 0.37 2.03 -2.51
H23 0.88 2.09 -0.83
H24 -1.29 0.30 -2.03
H25 0.22 -1.52 -1.46
H26 1.02 -0.36 -2.53
H27 1.41 -0.36 -0.80
H28 -1.35 -0.81 0.21
H29 -1.99 0.83 0.25
H30 -0.36 0.50 0.87
H31 -3.02 2.45 -1.11
H32 -2.40 3.19 -5.09
H33 -0.96 2.73 -4.17
H34 -1.63 4.37 -4.02



C33H43AsN4PdS4Sb | ωB97M-V/def2-TZVPD

Electronic energy (eV): -155080.0435
Multiplicity: 2
Total charge: -2
Energy relative to the best compared isomer or geometry (same formula, charge and spin) (kJ/mol): 67.0
Expectation value of S²: 0.7723
E_LUMO (alpha / beta) (eV): 4.33 / 4.31
F_max (hartree/bohr): 0.018
HOMO-LUMO gap (alpha / beta) (eV): 4.490 / 5.452

Element x y z (Å)
Pd1 0.00 0.49 -0.43
S1 2.40 4.48 0.96
Sb1 1.39 2.81 -0.30
S2 2.49 0.73 0.18
S3 1.25 3.25 -2.59
C1 -5.56 1.98 -4.47
C2 -4.16 2.30 -3.99
C3 -3.33 1.05 -3.73
C4 -1.90 1.35 -3.28
N1 -1.85 2.18 -2.09
C5 -1.97 1.57 -0.83
S4 -2.31 -0.08 -0.59
N2 -2.30 2.53 0.14
C6 -2.00 2.27 1.55
C7 -3.22 1.81 2.33
C8 -4.24 2.92 2.56
C9 -5.50 2.43 3.26
H1 -6.16 2.88 -4.63
H2 -6.09 1.36 -3.74
H3 -5.54 1.42 -5.41
H4 -4.20 2.88 -3.06
H5 -3.65 2.94 -4.72
H6 -3.28 0.45 -4.65
H7 -3.82 0.43 -2.98
H8 -1.38 1.91 -4.06
H9 -1.35 0.41 -3.14
H10 -0.98 2.74 -2.13
H11 -2.02 3.44 -0.18
H12 -1.61 3.20 1.97
H13 -1.20 1.53 1.62
H14 -2.90 1.40 3.29
H15 -3.69 0.99 1.78
H16 -4.50 3.36 1.59
H17 -3.78 3.73 3.14
H18 -5.99 1.66 2.67
H19 -6.22 3.24 3.42
H20 -5.26 2.00 4.23
C10 -0.61 -6.28 -2.10
C11 -0.93 -5.71 -0.87
C12 -0.45 -4.46 -0.54
C13 0.37 -3.75 -1.40
C14 0.68 -4.31 -2.64
C15 0.20 -5.56 -2.98
As1 1.05 -2.00 -0.72
C16 2.61 -2.80 0.12
C17 2.68 -3.31 1.41
C18 3.88 -3.85 1.86
C19 4.99 -3.88 1.03
C20 4.92 -3.37 -0.26
C21 3.73 -2.82 -0.72
C22 3.52 -2.19 -2.04
C23 4.47 -2.05 -3.04
C24 4.15 -1.35 -4.20
C25 2.90 -0.76 -4.34
C26 1.94 -0.90 -3.35
C27 2.24 -1.64 -2.22
H21 -0.98 -7.26 -2.37
H22 -1.57 -6.25 -0.18
H23 -0.73 -4.02 0.42
H24 1.31 -3.77 -3.34
H25 0.45 -5.99 -3.95
H26 1.82 -3.25 2.06
H27 3.95 -4.24 2.87
H28 5.93 -4.30 1.39
H29 5.80 -3.38 -0.89
H30 5.46 -2.47 -2.92
H31 4.90 -1.23 -4.98
H32 2.68 -0.16 -5.22
H33 0.99 -0.39 -3.43
N3 -0.09 -1.17 2.79
C28 0.52 -0.26 3.15
N4 1.17 0.82 3.59
C29 2.61 0.69 3.78
C30 3.26 2.07 3.76
C31 2.58 3.00 4.77
C32 1.10 3.10 4.44
C33 0.44 1.73 4.47
H34 2.99 0.09 2.96
H35 2.81 0.17 4.73
H36 3.15 2.48 2.76
H37 4.32 1.96 3.97
H38 3.04 3.99 4.73
H39 2.71 2.60 5.79
H40 0.99 3.53 3.44
H41 0.58 3.75 5.15
H42 -0.58 1.79 4.11
H43 0.42 1.33 5.49